Entry 1:
This record from the Open Molecules 2025 dataset describes C50H75N5O11Si2 as an isolated structure at a distorted geometry. The level of theory is wB97M-V/def2-TZVPD.

The geometry in ORCA input format:
```
! RIJCOSX wB97M-V def2-TZVPD def2/J DEFGRID3
* xyz 0 1
C 0.8340 0.4545 -1.3301
C -0.2519 1.1336 -1.7708
C -0.7408 2.4719 -1.2422
Si -0.5656 2.6174 0.6345
C -2.1926 2.1424 1.4556
C -2.1705 0.7314 2.0687
C -2.1736 -0.3697 0.9831
C -3.1933 -1.5027 1.2224
C -2.5556 -2.8649 1.5445
C -3.3424 -4.0670 0.9777
C -3.4697 -5.2261 1.9740
C -2.2493 -6.1421 1.9638
C -2.3967 -7.3043 2.9714
C -1.0734 -7.6132 3.6921
O -0.2430 4.1896 1.0977
Si 1.0592 4.9562 0.4391
C 1.8823 6.0439 1.7164
C 2.3904 5.2747 2.9308
N 3.4985 4.3737 2.5316
C 4.7746 5.0865 2.4043
C 5.5465 4.6365 1.1669
C 3.5732 3.3051 3.4896
C 3.1027 1.9556 3.0353
O 3.9774 3.4760 4.6132
O 0.4972 5.8604 -0.8245
C 1.2023 7.0487 -1.1848
C 0.6447 7.6305 -2.5013
C -0.0463 6.5803 -3.3598
C 1.7265 8.4646 -3.2243
C 2.3615 7.8527 -4.4819
C 3.5920 6.9961 -4.1532
C 2.8503 9.0320 -5.3567
H 0.7442 -0.6028 -1.0986
H 1.8013 0.9378 -1.2253
H -0.8583 0.7057 -2.5686
H -1.8046 2.5263 -1.4765
H -0.2273 3.2902 -1.7668
H 0.4442 1.6467 1.1112
H -2.9878 2.2193 0.7095
H -2.3926 2.8932 2.2255
H -3.0768 0.6059 2.6643
H -1.3000 0.6492 2.7209
H -1.1783 -0.8194 0.9616
H -2.3166 0.0740 -0.0038
H -3.8398 -1.2417 2.0634
H -3.8455 -1.5832 0.3504
H -1.5349 -2.9070 1.1611
H -2.5128 -2.9570 2.6292
H -2.8542 -4.4528 0.0806
H -4.3434 -3.7169 0.7180
H -4.3390 -5.8267 1.6912
H -3.6144 -4.8440 2.9876
H -1.3468 -5.5859 2.2302
H -2.1581 -6.5685 0.9624
H -2.7054 -8.2082 2.4500
H -3.1272 -7.0248 3.7320
H -1.0520 -8.6496 4.0382
H -0.9614 -6.9963 4.5840
H -0.2178 -7.4842 3.0291
H 2.0361 3.9773 -0.0890
H 2.7253 6.5388 1.2236
H 1.2063 6.8516 2.0115
H 2.7745 5.9498 3.7040
H 1.5878 4.6857 3.3791
H 5.3831 5.0024 3.3080
H 4.5779 6.1551 2.2941
H 6.0121 3.6647 1.3359
H 4.8633 4.5857 0.3213
H 6.3526 5.3376 0.9477
H 2.2448 2.0257 2.3711
H 2.8053 1.4089 3.9295
H 3.9215 1.4099 2.5681
H 2.2808 6.8785 -1.2690
H 1.0123 7.7868 -0.4007
H -0.1411 8.3260 -2.1934
H 0.6009 5.7525 -3.6503
H -0.4210 7.0635 -4.2655
H -0.9196 6.1663 -2.8605
H 2.5478 8.6192 -2.5157
H 1.3636 9.4687 -3.4487
H 1.6654 7.3035 -5.1123
H 3.3378 6.0113 -3.7610
H 4.2317 7.5407 -3.4551
H 4.1886 6.8779 -5.0586
H 3.2903 9.8159 -4.7401
H 1.9701 9.4640 -5.8432
H 3.5194 8.6868 -6.1400
C 1.2725 -9.4470 -2.8135
C 0.5316 -8.2936 -3.0413
C -0.6218 -8.0518 -2.3126
C -1.0095 -8.9770 -1.3615
C -0.2896 -10.1308 -1.1234
C 0.8608 -10.3667 -1.8577
N -2.2208 -8.7240 -0.5650
O -2.8450 -7.7085 -0.7951
O -2.5209 -9.5423 0.2795
H 2.1750 -9.6283 -3.3820
H 0.8540 -7.5795 -3.7862
H -1.2046 -7.1589 -2.4818
H -0.6122 -10.8415 -0.3775
H 1.4353 -11.2650 -1.6799
C -1.6414 0.9809 8.6376
C -0.6008 0.8254 7.7313
C -0.7458 -0.0245 6.6468
C -1.9397 -0.7032 6.4895
C -2.9856 -0.5672 7.3825
C -2.8298 0.2832 8.4651
N -2.1051 -1.5900 5.3259
O -1.1648 -1.7027 4.5685
O -3.1740 -2.1491 5.1890
H -1.5262 1.6491 9.4807
H 0.3243 1.3682 7.8672
H 0.0568 -0.1530 5.9362
H -3.9062 -1.1121 7.2372
H -3.6380 0.4037 9.1730
C 0.5645 10.3413 -10.9838
C -0.0112 9.4716 -10.0669
C 0.7898 8.6482 -9.2926
C 2.1612 8.7158 -9.4515
C 2.7545 9.5699 -10.3617
C 1.9444 10.3874 -11.1330
N 3.0171 7.8588 -8.6156
O 2.4699 7.1081 -7.8354
O 4.2189 7.9613 -8.7461
H -0.0643 10.9861 -11.5833
H -1.0857 9.4359 -9.9527
H 0.3526 7.9683 -8.5769
H 3.8284 9.5999 -10.4677
H 2.3910 11.0633 -11.8489
C -4.0664 -13.2635 3.9667
C -3.0030 -12.5454 4.4975
C -1.7772 -12.5410 3.8526
C -1.6420 -13.2583 2.6788
C -2.6856 -13.9840 2.1361
C -3.9065 -13.9841 2.7904
N -0.3482 -13.2351 1.9778
O 0.5559 -12.6025 2.4817
O -0.2635 -13.8432 0.9290
H -5.0238 -13.2599 4.4704
H -3.1290 -11.9848 5.4132
H -0.9444 -11.9850 4.2560
H -2.5517 -14.5376 1.2191
H -4.7351 -14.5438 2.3795
*
```

---

Entry 2:
This record from the Open Molecules 2025 dataset describes C51H102NO15Rb as an isolated structure at a distorted geometry. The level of theory is wB97M-V/def2-TZVPD.

The geometry in ORCA input format:
```
! RIJCOSX wB97M-V def2-TZVPD def2/J DEFGRID3
* xyz 0 1
Rb -6.0972 -5.9329 -2.6482
C -1.2806 0.8915 -1.9595
C -0.5752 -0.3753 -1.3118
C 0.9870 -0.1209 -1.1638
C 1.2625 0.9856 -0.1673
C 0.7151 0.5693 1.2043
C -0.8576 0.2313 1.1599
N -1.1470 -0.6855 0.0529
O -2.5267 -1.1478 -0.0048
C -1.6438 1.5477 1.1798
C -1.0977 -0.5224 2.4886
C -0.7343 -1.5509 -2.2865
H -1.0092 1.8758 -1.5779
H -2.3650 0.8181 -1.8766
H -0.9963 0.9304 -3.0111
H 1.4216 0.0150 -2.1541
H 1.4463 -1.0074 -0.7263
H 0.8338 1.9071 -0.5612
H 2.3182 1.2565 -0.1815
H 0.7961 1.4033 1.9015
H 1.2766 -0.2804 1.5927
H -2.7075 1.5698 0.9427
H -1.2380 2.3351 0.5447
H -1.6752 2.0080 2.1674
H -0.7592 -1.5509 2.3630
H -2.1479 -0.5719 2.7762
H -0.5729 -0.1124 3.3514
H -0.0060 -1.4279 -3.0881
H -1.7037 -1.6340 -2.7778
H -0.6834 -2.5057 -1.7631
C 2.4197 5.8616 -5.1505
C 1.7674 6.9161 -4.2647
O 0.5739 7.2090 -4.4436
C 2.6734 7.5415 -3.2195
H 3.1533 5.2321 -4.6468
H 2.7930 6.2956 -6.0780
H 1.6159 5.1671 -5.3949
H 3.3392 6.7734 -2.8261
H 2.0847 7.9918 -2.4203
H 3.2714 8.3694 -3.6006
C 1.6071 -10.8661 -6.2776
C 1.2739 -9.5506 -6.9915
O 2.0509 -9.1130 -7.8867
C -0.0732 -8.8149 -6.7608
H 0.6834 -11.2560 -5.8500
H 2.2597 -10.7127 -5.4181
H 2.0092 -11.5998 -6.9762
H -0.1209 -8.4154 -5.7478
H -0.8730 -9.5359 -6.9299
H -0.2163 -8.0171 -7.4896
C -6.7373 2.1867 -7.5492
C -8.2528 2.3418 -7.4251
O -8.9252 2.3023 -8.4446
C -8.8055 2.5024 -6.0459
H -6.4126 3.2237 -7.4640
H -6.4134 1.8312 -8.5274
H -6.3745 1.5502 -6.7421
H -9.2825 1.5444 -5.8388
H -9.5282 3.3176 -6.0103
H -8.0672 2.6369 -5.2554
C 10.8108 4.9181 5.6677
C 9.4056 5.1320 5.1896
O 8.5488 5.6290 5.9019
C 9.2132 4.8062 3.6957
H 10.8891 5.3680 6.6574
H 11.4764 5.4217 4.9666
H 11.0700 3.8629 5.5817
H 9.3054 3.7205 3.6656
H 9.9889 5.3143 3.1228
H 8.2177 5.1507 3.4155
C 1.7563 -0.5030 11.5230
C 1.2723 -0.4229 12.9165
O 0.1227 -0.1116 13.1522
C 2.1138 -0.9374 14.1157
H 1.7442 -1.5073 11.0994
H 2.7438 -0.0561 11.4084
H 1.0531 -0.0850 10.8028
H 1.4769 -1.1457 14.9754
H 2.8374 -0.1898 14.4404
H 2.6709 -1.8544 13.9235
C -5.4333 9.7276 -3.1257
C -6.4242 8.6264 -2.9185
O -7.6334 8.7323 -3.1047
C -5.8252 7.2382 -2.6613
H -5.8886 10.5387 -3.6940
H -4.6884 9.3963 -3.8492
H -5.0587 10.1985 -2.2168
H -4.9222 7.3741 -2.0662
H -5.5102 6.7351 -3.5755
H -6.5567 6.6267 -2.1330
C 1.8700 -1.9183 -9.9765
C 2.5246 -0.5639 -10.2361
O 3.5982 -0.3143 -9.7000
C 1.8206 0.4497 -11.1026
H 0.8531 -1.8089 -9.5997
H 2.4680 -2.5277 -9.2989
H 1.8897 -2.4368 -10.9351
H 0.7721 0.5409 -10.8192
H 1.8050 0.2020 -12.1640
H 2.2748 1.4385 -11.0374
C 8.3454 -2.7522 4.4413
C 8.1145 -1.5668 5.3879
O 9.0498 -1.1357 6.0238
C 6.7526 -0.9175 5.2965
H 7.6931 -2.6742 3.5715
H 8.2242 -3.7419 4.8816
H 9.3461 -2.7679 4.0093
H 6.6488 -0.4582 4.3135
H 6.6766 -0.1061 6.0204
H 5.8974 -1.5632 5.4958
C 5.2657 -5.7273 -3.8000
C 6.6535 -5.0748 -3.8919
O 7.1065 -4.5685 -2.9057
C 7.4443 -5.0936 -5.2220
H 5.2924 -6.8167 -3.8242
H 4.6401 -5.3789 -4.6218
H 4.7554 -5.3075 -2.9331
H 7.1897 -4.2223 -5.8253
H 7.2161 -6.0258 -5.7388
H 8.5017 -5.1901 -4.9756
C -1.3443 8.3608 2.6782
C -0.5653 8.0337 3.9134
O -1.1385 7.6561 4.9251
C 0.8988 8.2512 3.8678
H -1.1958 9.4248 2.4940
H -2.4189 8.2860 2.8452
H -1.0318 7.8190 1.7855
H 1.3118 7.8793 4.8055
H 1.2414 9.2561 3.6212
H 1.3097 7.6059 3.0915
C -4.5101 3.0209 8.5506
C -5.8520 3.1347 7.9239
O -6.3845 2.1222 7.4672
C -6.5957 4.4604 7.9669
H -4.6724 3.3190 9.5864
H -3.8001 3.6386 8.0006
H -4.1341 1.9979 8.5564
H -5.8574 5.2587 8.0416
H -7.3212 4.5066 8.7791
H -7.0838 4.6756 7.0163
C -4.6779 -4.5704 -11.2561
C -5.7735 -4.5663 -10.1939
O -5.5473 -4.8886 -9.0303
C -7.1833 -4.3330 -10.6634
H -5.0205 -5.3354 -11.9528
H -3.6821 -4.8173 -10.8880
H -4.6893 -3.6264 -11.8008
H -7.9145 -4.4347 -9.8614
H -7.5748 -4.9249 -11.4908
H -7.2585 -3.2901 -10.9712
C -4.7302 -4.8447 8.4043
C -5.4374 -4.9971 9.7767
O -5.9376 -6.0164 10.2563
C -5.5401 -3.6334 10.5218
H -4.6018 -5.8556 8.0175
H -3.7439 -4.4162 8.5825
H -5.3545 -4.3626 7.6520
H -4.5961 -3.1324 10.7362
H -6.1197 -3.8023 11.4294
H -6.1393 -2.9731 9.8950
C 0.7238 -7.5804 2.6804
C 1.7744 -7.3320 3.7566
O 1.6831 -7.9153 4.8516
C 3.0279 -6.4913 3.4865
H 0.2586 -8.5389 2.9104
H 1.2683 -7.7601 1.7534
H -0.0873 -6.8541 2.6294
H 3.6844 -7.0299 2.8030
H 3.4727 -6.3449 4.4708
H 2.6678 -5.5471 3.0780
*
```

---

Number 1: E -98785.8563 eV, highest occupied orbital energy -0.300 hartree, LUMO -0.5 eV. Number 2: E -87389.9298 eV, highest occupied orbital energy -0.148 hartree, LUMO -2.1 eV.